Here is a 10-piece molecular cluster, C48H87B3FN9O5 overall at a distorted geometry from the Open Molecules 2025 dataset. Energies are from wB97M-V/def2-TZVPD.

Calculated values
**Energy**: -2924.82924 hartree
**Orbital gap**: 0.3705 hartree
**Charge**: 0
**E_LUMO**: 0.0001 Ha
**Spin multiplicity**: 1

```
153
Properties=species:S:1:pos:R:3:forces:R:3
C 3.0151 0.6088 1.7264 -0.2 0.1 0.1
C 1.7299 0.8067 2.5055 0.0 -0.4 -0.1
C 0.9251 -0.4913 2.6045 -0.3 0.9 0.5
C -0.5480 -0.2163 2.8966 -0.4 -0.8 -0.4
C -1.4483 -1.4258 2.4758 -0.2 0.1 -0.4
B -2.2575 -0.9364 1.2412 -0.1 -1.0 0.1
O -1.6732 -0.9777 -0.0277 0.3 1.1 0.6
B -1.7212 0.3080 -0.5791 0.1 -0.5 -0.8
C -0.3867 0.9707 -1.1008 -0.5 0.0 0.5
C -0.2451 2.4680 -0.8525 0.5 -0.4 -0.7
O -1.4626 3.1764 -1.0901 0.0 0.4 0.5
C -1.6347 4.3361 -0.3931 -0.1 1.9 -1.1
O -1.8841 5.3739 -0.9902 0.1 -1.7 0.8
C -1.5600 4.2981 1.1093 -0.1 -0.8 0.5
C -2.6803 3.4515 1.7397 0.3 0.3 0.2
O -2.9743 0.9014 -0.6323 0.4 -0.1 0.5
B -3.8754 0.4774 0.3098 -0.9 0.1 -0.3
C -5.3862 0.9599 0.2430 0.7 0.2 0.3
C -5.9174 1.4192 1.5865 -0.7 0.1 -0.5
F -5.4892 2.0522 -0.6360 -0.1 0.0 -0.2
O -3.5250 -0.3664 1.3394 0.5 0.3 -0.2
H 3.6022 -0.1598 2.2264 0.2 -0.2 -0.1
H 2.8397 0.3279 0.6911 -0.1 -0.3 -0.1
H 3.6048 1.5092 1.6970 0.1 0.2 0.0
H 1.0859 1.5621 2.0505 0.1 0.2 -0.2
H 1.9868 1.1799 3.4930 -0.1 0.1 0.2
H 1.2919 -1.0696 3.4494 0.3 -0.4 -0.2
H 1.0168 -1.0597 1.6827 0.1 -0.1 -0.1
H -0.8751 0.6670 2.3378 0.1 0.3 0.1
H -0.7035 -0.0249 3.9529 0.0 0.3 0.1
H -2.0994 -1.7848 3.2659 0.1 -0.1 0.2
H -0.7893 -2.2144 2.1232 0.0 -0.3 0.3
H -0.2420 0.7025 -2.1477 -0.1 0.1 -0.2
H 0.4259 0.4857 -0.5611 0.2 -0.1 0.0
H 0.4909 2.8662 -1.5516 0.1 0.1 0.0
H 0.1718 2.6275 0.1357 -0.3 0.1 0.3
H -1.6046 5.2975 1.5178 -0.1 0.3 -0.4
H -0.6185 3.8773 1.4552 0.2 0.0 -0.1
H -3.6254 3.5907 1.2270 -0.1 -0.1 -0.1
H -2.7917 3.7801 2.7693 -0.2 0.0 0.1
H -2.4157 2.3997 1.7997 -0.1 -0.2 -0.3
H -6.0119 0.1630 -0.1656 -0.1 -0.1 0.0
H -5.3267 2.2302 1.9948 0.2 0.0 0.2
H -6.0255 0.6002 2.2884 0.2 -0.1 0.2
H -6.9107 1.8215 1.3958 -0.2 0.1 0.2
C 7.3240 3.8477 1.9501 0.0 0.0 0.0
C 7.2518 4.3328 3.3946 0.1 0.0 -0.2
C 6.6419 3.2904 4.3392 0.0 0.2 -0.1
C 5.2725 2.9639 3.9380 -0.1 -0.2 0.1
N 4.2006 2.7102 3.6104 0.2 0.3 0.2
H 6.3318 3.6475 1.5425 0.0 -0.1 0.0
H 7.7908 4.6038 1.3188 0.0 0.0 0.0
H 7.9130 2.9319 1.8711 0.0 0.0 0.0
H 6.6663 5.2528 3.4423 0.0 0.0 0.1
H 8.2548 4.5768 3.7480 0.0 0.0 0.1
H 6.6203 3.6680 5.3619 0.0 0.0 0.0
H 7.2313 2.3724 4.3314 0.0 0.0 0.0
C -2.2803 1.7584 -4.4372 0.0 0.1 0.0
C -2.6381 1.3323 -5.8563 0.0 0.2 0.2
C -2.2292 -0.1179 -6.1362 0.0 0.2 -0.1
C -0.7782 -0.2544 -5.9911 0.1 -0.1 0.1
N 0.3617 -0.2941 -5.8533 -0.1 -0.1 -0.1
H -1.2021 1.7110 -4.2733 0.0 0.0 0.0
H -2.5932 2.7838 -4.2464 0.0 0.0 0.1
H -2.7671 1.1169 -3.6994 0.0 0.0 0.0
H -2.1496 1.9917 -6.5759 0.0 0.0 0.0
H -3.7135 1.4376 -6.0076 0.0 -0.1 -0.1
H -2.5046 -0.4173 -7.1476 0.0 0.0 0.0
H -2.7217 -0.7964 -5.4383 0.0 0.0 0.0
C 4.4225 -4.1300 -5.6678 -0.1 0.0 0.0
C 3.0004 -3.9955 -5.1374 0.2 -0.1 0.0
C 2.5652 -2.5372 -4.9510 0.1 -0.3 0.1
C 3.4373 -1.8512 -3.9942 0.0 0.0 0.1
N 4.1296 -1.3234 -3.2431 -0.1 -0.5 -0.1
H 5.1478 -3.7080 -4.9692 0.0 0.1 0.0
H 4.6777 -5.1760 -5.8129 0.0 0.0 -0.1
H 4.5350 -3.6199 -6.6266 0.0 0.0 0.0
H 2.9215 -4.5229 -4.1844 -0.1 0.0 0.0
H 2.3092 -4.4799 -5.8293 -0.1 0.1 0.0
H 1.5417 -2.4848 -4.5837 0.0 0.1 0.0
H 2.6046 -1.9970 -5.8963 -0.1 0.1 0.0
C 3.2821 5.4626 5.4821 -0.1 0.0 0.1
C 2.6931 6.8637 5.3826 0.1 -0.2 0.1
C 3.3893 7.7135 4.3134 0.0 0.0 0.2
C 4.8154 7.8662 4.6132 0.1 0.1 -0.1
N 5.9317 7.9715 4.8647 -0.1 -0.1 0.0
H 4.3309 5.4937 5.7844 0.0 0.0 0.0
H 2.7449 4.8793 6.2302 0.0 0.0 0.0
H 3.2184 4.9324 4.5327 0.0 0.0 0.0
H 2.7677 7.3600 6.3520 0.0 0.1 0.0
H 1.6310 6.7982 5.1401 0.0 0.1 -0.1
H 2.9403 8.7051 4.2565 0.0 0.0 -0.1
H 3.2941 7.2447 3.3329 0.0 0.0 0.0
C 2.5006 1.5649 -3.7768 -0.1 0.0 -0.1
C 3.8356 2.2327 -4.0864 -0.2 0.0 0.0
C 5.0081 1.5757 -3.3504 0.0 0.2 -0.1
C 4.8288 1.6577 -1.8998 0.1 -0.1 0.0
N 4.6727 1.7282 -0.7641 0.1 0.1 -0.1
H 2.2556 1.6476 -2.7162 0.1 0.0 0.0
H 1.6957 2.0392 -4.3396 0.0 0.0 0.0
H 2.5164 0.5071 -4.0411 -0.1 0.2 0.0
H 3.7854 3.2904 -3.8200 0.0 0.0 0.0
H 4.0247 2.1823 -5.1601 0.1 0.0 0.0
H 5.9473 2.0661 -3.6072 0.0 0.1 0.0
H 5.0900 0.5231 -3.6267 0.0 0.2 0.1
C 6.9808 -6.6837 -2.4749 0.0 0.0 0.0
C 8.2835 -6.1667 -3.0750 -0.1 -0.1 0.2
C 8.0580 -5.2396 -4.2744 0.0 -0.2 0.1
C 7.3538 -5.9364 -5.3534 0.1 0.0 -0.2
N 6.8120 -6.5002 -6.1950 0.1 0.0 0.1
H 6.4234 -7.2861 -3.1935 0.0 0.0 0.0
H 7.1821 -7.3121 -1.6079 0.0 0.0 0.0
H 6.3425 -5.8595 -2.1516 0.0 0.0 0.0
H 8.9035 -7.0116 -3.3803 0.0 0.0 0.0
H 8.8411 -5.6195 -2.3134 0.0 0.1 -0.1
H 9.0092 -4.8780 -4.6651 0.0 0.0 0.0
H 7.4649 -4.3726 -3.9788 0.0 0.0 0.0
C -12.1668 1.0277 -0.4324 0.0 0.0 0.0
C -10.9230 1.8914 -0.6083 -0.2 -0.1 -0.1
C -9.6626 1.2509 -0.0157 -0.2 0.2 0.1
C -9.8266 1.0377 1.4270 0.1 -0.1 0.0
N -9.9830 0.8712 2.5531 0.0 0.0 -0.1
H -12.4003 0.8759 0.6220 0.0 0.0 0.0
H -13.0310 1.5051 -0.8936 0.0 0.0 0.0
H -12.0346 0.0488 -0.8973 0.0 0.0 0.0
H -11.0887 2.8638 -0.1419 0.1 0.0 0.0
H -10.7541 2.0706 -1.6713 0.1 0.0 0.0
H -8.7964 1.8942 -0.1754 0.1 0.0 0.0
H -9.4602 0.2902 -0.4913 0.0 0.0 0.0
C -5.9281 -2.1557 5.1864 0.0 0.0 0.0
C -6.1728 -2.6184 3.7551 0.0 0.2 0.1
C -5.8917 -4.1130 3.5531 0.1 0.2 -0.1
C -4.4928 -4.4275 3.8553 0.1 -0.1 0.1
N -3.3916 -4.6419 4.1048 -0.3 0.1 0.1
H -4.8836 -2.2844 5.4735 0.0 0.0 0.0
H -6.1689 -1.0981 5.2908 0.0 0.0 0.0
H -6.5473 -2.7134 5.8913 0.0 0.0 0.0
H -5.5466 -2.0365 3.0747 0.0 -0.1 -0.1
H -7.2111 -2.4204 3.4832 0.0 -0.1 -0.1
H -6.0930 -4.4008 2.5209 0.0 -0.1 0.0
H -6.5293 -4.7164 4.2004 0.0 0.0 0.0
C -1.4676 -5.5947 1.9253 0.2 -0.1 -0.2
C -1.6855 -6.0349 0.4817 0.0 0.2 0.2
C -1.3661 -7.5164 0.2509 0.1 0.2 0.0
C 0.0366 -7.8105 0.5554 0.1 -0.1 0.0
N 1.1377 -8.0301 0.7984 -0.1 0.0 0.0
H -0.4220 -5.7026 2.2194 0.0 -0.1 0.0
H -1.7347 -4.5483 2.0513 -0.1 0.0 0.0
H -2.0767 -6.1797 2.6101 0.0 0.0 0.0
H -1.0699 -5.4244 -0.1824 0.0 0.0 -0.1
H -2.7269 -5.8569 0.2040 0.0 -0.1 -0.1
H -1.5530 -7.7911 -0.7876 0.0 -0.1 0.0
H -1.9951 -8.1448 0.8830 0.0 0.0 0.0
```
Positions in Å, forces in eV/Å.

---

Here is a 7-piece molecular cluster, C48H91BBrClFN2O9PS overall at a distorted geometry from the Open Molecules 2025 dataset. Energies are from wB97M-V/def2-TZVPD.

Calculated values
**Energy**: -6568.63434 hartree
**Orbital gap**: 0.2797 hartree
**Charge**: 0
**E_LUMO**: 0.0121 Ha
**Spin multiplicity**: 1

```
156
Properties=species:S:1:pos:R:3:forces:R:3
C 1.4873 2.1033 0.9923 1.3 -0.1 0.2
C 2.2897 1.0256 1.8491 -0.3 -0.1 -0.9
C 1.3523 0.0313 2.6602 0.3 -0.3 -1.2
F 1.4563 0.1488 4.0601 -0.1 0.0 -1.1
C -0.1047 0.1211 2.1057 -2.0 -0.5 -0.8
C -0.3837 -0.6222 0.8660 -1.8 0.7 0.0
C -1.7158 -0.6492 0.2134 -0.3 1.1 1.4
C -2.8211 0.0852 0.8248 2.2 0.6 1.5
Br -4.6297 0.1477 0.0521 1.6 0.0 0.4
C -2.5779 0.8543 2.0742 0.8 -1.2 -1.3
C -3.8038 1.6056 2.6634 0.1 0.3 -0.2
C -1.2200 0.8699 2.6921 -1.9 -0.7 -1.2
P -0.9694 1.8974 4.2331 2.1 0.0 0.3
C -1.6750 1.0735 5.7684 -0.8 0.2 0.5
C -3.0461 1.6691 6.2852 0.4 -0.5 0.7
C -1.5389 3.6774 4.0291 0.2 0.4 -0.6
C -0.3793 4.4641 3.2906 0.2 0.3 0.0
N -1.9813 -1.4062 -1.0188 1.5 -0.1 0.7
C -2.0982 -2.8726 -0.7470 -0.4 -1.4 0.1
C -3.5741 -3.4340 -0.6734 -0.5 -0.3 0.2
C -4.5947 -2.7682 -1.6793 -0.7 -0.1 0.5
C -4.1380 -3.4539 0.8150 0.2 -0.3 -0.4
C -0.9814 -1.1509 -2.0349 2.4 0.9 -2.7
C -1.3482 -0.8485 -3.4326 1.8 -0.1 1.1
C -0.3389 -0.5573 -4.4647 0.6 -0.2 1.1
C -0.7668 -0.2514 -5.9533 -0.6 -0.5 1.5
Cl -0.1559 -1.6559 -6.9924 -0.1 0.7 0.4
C -2.3251 -0.2252 -6.1405 0.3 -0.8 -1.0
C -2.7140 -0.1202 -7.6830 -0.4 0.2 0.9
C 1.1163 -0.5373 -4.1553 -3.6 -0.8 1.8
N 1.9989 -0.1910 -5.2582 1.2 0.7 1.8
C 2.8735 -1.2947 -5.7051 0.3 -1.8 0.1
C 2.6859 1.0444 -5.0765 0.4 1.6 0.7
C 2.0042 2.2265 -4.2704 0.1 -0.3 -0.3
O 3.7910 1.2829 -5.5304 -0.8 -1.0 -0.2
C 1.4970 -0.8722 -2.7622 -1.0 0.0 -1.0
B 3.0299 -0.8901 -2.2567 1.2 1.0 0.5
O 3.9388 -1.9670 -2.3244 -2.1 0.7 -0.5
O 3.5196 0.3027 -1.6788 -0.5 -1.7 0.2
C 0.4746 -1.1696 -1.7619 -1.7 0.5 -1.0
S 0.9066 -1.5658 -0.0278 -0.5 0.7 -0.4
H 0.7787 2.6702 1.6401 0.5 -0.4 -0.7
H 2.2699 2.7968 0.5681 -0.9 -0.5 0.5
H 0.9864 1.6334 0.0991 0.3 0.4 1.1
H 3.0828 1.4829 2.4913 -1.0 -0.3 -0.2
H 2.8356 0.4046 1.0770 -0.5 0.5 0.9
H 1.7150 -1.0082 2.4066 -0.4 1.0 0.6
H -3.6176 2.0613 3.6672 -0.1 -0.7 -0.9
H -4.6965 0.9249 2.7010 0.9 0.6 0.1
H -4.1104 2.4608 1.9896 0.4 -0.9 0.5
H -1.7092 -0.0446 5.6189 -0.1 1.2 0.0
H -0.9193 1.2337 6.5875 -0.5 -0.1 -1.0
H -3.0907 2.7838 6.1439 -0.1 -1.1 -0.2
H -3.9054 1.1244 5.8213 0.6 0.8 0.2
H -3.1089 1.5032 7.3987 0.0 0.1 -1.1
H -1.6368 4.1313 5.0562 -0.1 -0.7 -0.9
H -2.4832 3.8158 3.4436 0.6 0.0 0.7
H -0.4429 5.5679 3.5073 -0.1 -1.1 -0.2
H -0.4069 4.3278 2.1729 -0.1 0.0 1.1
H 0.6397 4.1339 3.6467 -1.1 0.3 -0.3
H -1.5914 -3.1677 0.2169 -0.4 0.5 -0.9
H -1.5639 -3.4490 -1.5550 -0.5 0.8 0.6
H -3.5100 -4.5245 -0.9655 0.2 1.1 0.3
H -4.9558 -3.4913 -2.4557 0.5 0.6 0.6
H -4.2286 -1.8295 -2.1631 -0.1 -0.9 0.4
H -5.5096 -2.4782 -1.0840 0.9 -0.2 -0.7
H -5.1311 -3.9891 0.8673 1.0 0.5 -0.2
H -3.3977 -4.0303 1.4434 -0.8 0.7 -0.4
H -4.3125 -2.4304 1.2302 0.4 -0.8 -0.3
H -2.4373 -0.8591 -3.6597 1.1 0.1 0.1
H -0.2378 0.6752 -6.2797 -0.5 -0.9 0.0
H -2.7223 -1.2211 -5.7883 0.4 1.0 -0.2
H -2.8226 0.5558 -5.5107 0.7 -0.4 -0.6
H -2.0074 0.5642 -8.2291 -0.9 -0.6 0.5
H -2.7159 -1.1252 -8.1737 0.2 0.9 0.5
H -3.7733 0.2487 -7.7182 1.1 -0.2 -0.3
H 3.9488 -1.1704 -5.4165 -1.0 0.2 -0.3
H 2.7988 -1.5366 -6.7976 0.0 0.6 1.0
H 2.5103 -2.2219 -5.1702 0.3 0.9 -0.7
H 2.7571 3.0399 -4.0782 -0.5 -1.1 -0.4
H 1.6061 1.9040 -3.2771 0.0 0.3 -1.0
H 1.2296 2.6737 -4.9462 0.3 -0.5 0.8
H 3.4714 -2.6599 -2.8283 0.5 0.0 0.4
H 4.1654 0.0575 -0.9857 0.0 0.4 -0.7
C 8.5369 -2.9208 -4.2868 0.2 -0.1 -0.2
C 7.3616 -2.1097 -4.8099 0.0 0.0 0.8
C 7.1264 -0.8555 -3.9804 -0.1 0.2 -0.1
O 6.1855 -2.9150 -4.7847 -0.2 -0.1 -0.4
H 8.3550 -3.2512 -3.2595 0.0 0.1 0.0
H 8.6797 -3.8209 -4.8889 0.0 0.1 0.0
H 9.4599 -2.3371 -4.3067 0.0 0.0 0.0
H 7.5447 -1.8284 -5.8493 -0.2 -0.1 0.0
H 6.8922 -1.1108 -2.9423 0.1 -0.1 0.0
H 6.2720 -0.2966 -4.3697 0.1 0.0 0.0
H 8.0045 -0.2057 -3.9886 0.0 0.0 0.0
H 6.0155 -3.1713 -3.8697 0.1 0.1 -0.1
C 0.6102 -6.4264 1.3175 -0.1 -0.2 -0.1
C 2.1153 -6.3493 1.1113 -0.3 0.6 0.3
C 2.8040 -5.6981 2.3008 0.2 -0.1 0.1
O 2.3957 -5.6005 -0.0693 0.2 -0.2 -0.2
H 0.1809 -5.4252 1.4264 0.1 0.0 0.1
H 0.1279 -6.8860 0.4520 0.1 0.0 0.1
H 0.3623 -7.0104 2.2067 0.0 0.0 0.0
H 2.5171 -7.3536 0.9592 0.0 0.1 -0.2
H 2.4481 -4.6728 2.4428 -0.1 -0.1 0.0
H 3.8818 -5.6396 2.1347 -0.1 -0.1 0.0
H 2.6221 -6.2603 3.2195 0.0 0.1 0.0
H 2.0438 -4.7112 0.0564 0.0 0.0 0.0
C -7.4643 -0.2569 -9.3523 0.0 0.1 0.3
C -6.3368 0.4172 -10.1189 -0.3 -0.6 -0.3
C -6.6463 0.4908 -11.6061 0.1 0.2 -0.1
O -5.1250 -0.3091 -9.9200 0.2 0.2 0.1
H -7.6105 -1.2844 -9.6991 0.0 0.1 -0.1
H -7.2246 -0.3125 -8.2882 0.0 0.1 0.0
H -8.4036 0.2876 -9.4707 0.0 -0.1 0.0
H -6.1769 1.4243 -9.7270 0.2 -0.1 0.0
H -6.7650 -0.5115 -12.0288 -0.1 0.0 0.1
H -5.8247 0.9670 -12.1453 -0.1 0.0 0.1
H -7.5611 1.0578 -11.7920 0.0 0.0 0.0
H -5.2540 -1.2019 -10.2630 0.0 0.1 0.0
C 5.2256 0.3029 5.5221 0.2 -0.1 -0.2
C 4.9495 1.7897 5.6874 -0.5 -0.4 0.3
C 4.7889 2.1625 7.1533 0.1 0.2 0.1
O 3.7640 2.1348 4.9762 0.2 0.2 -0.2
H 4.3954 -0.2926 5.9137 0.0 0.1 0.1
H 5.3281 0.0475 4.4650 0.0 0.1 0.0
H 6.1404 0.0102 6.0426 0.0 0.0 0.0
H 5.7679 2.3662 5.2496 -0.2 0.1 -0.1
H 3.9442 1.6293 7.5998 0.1 -0.1 -0.1
H 4.5807 3.2297 7.2564 0.1 0.0 0.0
H 5.6906 1.9258 7.7228 -0.1 0.0 0.0
H 3.0307 1.6306 5.3532 0.0 0.0 -0.2
C 3.0534 8.0573 4.3913 0.2 -0.2 -0.2
C 1.5726 8.0668 4.0452 0.2 0.3 0.6
C 0.9458 9.4224 4.3330 -0.2 0.1 -0.2
O 0.9007 7.0610 4.8020 -0.1 -0.1 -0.2
H 3.2053 8.2596 5.4560 -0.1 0.1 0.0
H 3.4875 7.0757 4.1897 0.0 0.1 -0.1
H 3.5991 8.8063 3.8131 0.0 0.0 0.1
H 1.4406 7.8180 2.9896 -0.1 -0.2 0.1
H 1.0268 9.6707 5.3957 0.1 0.0 0.0
H -0.1190 9.4117 4.0901 0.1 0.0 -0.1
H 1.4284 10.2121 3.7531 0.0 0.0 0.1
H 1.0104 7.2699 5.7378 0.0 0.0 -0.1
C -4.0780 -2.3692 5.8347 0.2 0.0 -0.2
C -3.5964 -2.3640 7.2782 -0.7 0.1 -0.1
C -4.5081 -3.1945 8.1681 0.1 -0.1 0.2
O -3.5535 -1.0217 7.7604 0.3 0.0 0.1
H -5.0803 -1.9364 5.7574 0.0 -0.1 0.1
H -3.4208 -1.7608 5.2084 0.0 -0.1 0.0
H -4.1045 -3.3834 5.4304 0.0 0.0 0.0
H -2.5783 -2.7568 7.3272 0.0 0.2 0.1
H -5.5248 -2.7897 8.1691 0.0 0.0 -0.1
H -4.1573 -3.1733 9.2021 0.0 0.0 -0.1
H -4.5473 -4.2336 7.8338 0.0 0.0 0.0
H -4.4487 -0.6630 7.7216 0.1 -0.1 0.0
```
Positions in Å, forces in eV/Å.